100
Properties=species:S:1:pos:R:3:forces:R:3:mulliken_charge:R:1 method="wB97M-V/def2-TZVPD" gap_ev=8.1 spin_multiplicity=1 total_charge=0 e_tot_ha=-5322.38698 smiles="C[C@H](Br)C[C@]1(I)OC(=O)O[C@@]1(COO)C(F)(F)CC[Si](C)(C)c1ccccc1.COCCNCCOC.COCCNCCOC"
I -2.109 -1.747 -0.529 0.4 1.2 0.4 0.103
Br -5.692 2.238 -0.407 0.8 -0.9 0.0 -0.204
Si 4.434 1.469 -1.210 0.5 1.0 -0.1 0.040
F 0.896 -1.210 1.044 -0.1 3.5 -2.2 -0.390
F 1.475 -0.516 -1.136 -1.3 1.8 3.6 0.098
O -1.752 -0.203 1.915 4.0 4.6 0.0 -0.273
O 3.109 -3.841 -1.901 -0.1 0.2 -0.4 -0.431
O 3.163 -7.067 -5.001 -0.5 -0.4 0.1 -0.321
O -6.294 2.528 8.351 0.3 -0.3 -0.2 -0.447
O 0.415 2.063 -2.146 2.1 3.8 5.3 0.032
O -0.164 1.289 -3.018 -1.5 -4.4 -4.0 -0.369
O -4.825 3.824 4.327 0.5 0.5 0.0 -0.351
O -0.814 1.151 3.840 -0.9 -1.6 -9.9 -0.568
O -0.249 1.719 1.445 -1.9 -3.1 2.1 -0.519
N -3.540 3.588 7.066 -0.3 0.0 -0.2 -0.366
N 0.989 -5.823 -3.289 0.3 0.0 -0.1 -0.322
C 0.799 -4.612 -2.485 0.2 -0.1 0.0 -1.090
C 5.505 3.093 -1.490 0.1 0.4 -0.4 -1.001
C 2.553 1.996 -5.431 1.5 -3.0 2.2 -0.409
C 3.197 -0.752 -5.156 -0.2 3.1 0.9 -0.347
C 3.130 2.217 -3.904 0.0 -3.2 -1.9 -0.403
C -4.184 0.888 -0.676 0.2 -0.1 -0.6 -0.360
C 2.379 0.776 0.886 0.9 -0.5 0.5 -1.000
C 3.053 1.999 0.055 0.0 0.7 0.8 -0.062
C -1.752 0.217 0.472 -1.3 -0.2 0.6 -0.258
C -0.368 2.219 -0.914 0.4 0.7 -0.5 -1.391
C -5.057 5.214 4.514 -0.3 -0.4 -0.1 -0.778
C -6.688 2.922 7.045 -0.4 -0.1 0.4 -0.456
C -3.645 1.145 -2.202 -0.4 -0.5 -0.5 -0.617
C -3.821 2.927 8.344 -0.2 0.1 -0.1 -0.737
C 5.660 0.147 -0.533 0.9 -0.7 -0.1 -1.001
C -3.107 1.198 0.514 -0.9 0.2 -0.7 -0.574
C 3.941 -4.716 -2.647 0.2 0.3 0.5 -0.525
C 2.574 0.468 -6.105 1.7 0.9 4.4 -0.500
C -3.353 2.682 5.929 0.0 0.6 -0.2 -0.107
C -0.938 0.912 2.506 0.7 0.3 5.5 0.560
C -3.473 3.417 4.584 -0.2 -0.6 0.3 -0.297
C 1.223 -5.586 -4.717 0.1 -0.6 0.2 0.125
C 3.755 0.999 -2.958 -2.0 -1.1 -5.2 0.968
C 1.082 0.042 0.213 1.5 -1.8 -0.2 0.824
C -4.998 1.930 8.424 0.0 0.3 0.3 -0.447
C 1.876 -3.506 -2.540 -0.3 0.0 0.5 0.923
C 1.811 -6.825 -5.415 0.1 0.7 -0.1 -0.828
C -0.291 0.968 0.144 -1.5 0.1 1.9 1.805
C 3.306 -8.154 -4.096 0.3 0.3 -0.1 -0.703
C 3.773 -0.504 -3.614 -1.6 3.3 -2.6 -0.111
H -2.839 2.342 0.471 -0.3 -2.3 0.0 0.426
H -2.361 2.219 6.003 -0.1 0.0 -0.1 0.461
H 3.914 -4.503 -3.718 -0.1 -0.1 0.0 0.256
H -1.442 2.551 -1.231 1.8 -1.1 0.8 0.176
H 2.192 0.292 -7.220 1.0 0.3 2.9 0.295
H 0.714 -4.943 -1.443 0.0 0.1 -0.1 0.370
H 3.217 -0.071 0.975 -2.1 1.6 -0.3 0.239
H 3.131 3.311 -3.477 -0.1 -2.4 -0.9 0.088
H 2.328 2.721 -0.504 1.1 -1.4 1.1 0.035
H -0.169 -4.172 -2.754 0.1 0.1 0.0 0.391
H -2.907 2.417 8.672 -0.1 -0.1 0.0 0.385
H -3.218 2.707 3.790 0.0 0.0 0.1 -0.208
H 2.054 -3.131 -3.553 0.1 -0.2 -0.1 -0.161
H 3.625 2.677 0.855 -1.2 -1.4 -1.7 0.299
H -4.011 3.726 9.070 0.0 -0.2 0.0 0.369
H 0.574 0.684 -3.378 -1.2 1.2 1.0 0.237
H 5.257 -0.511 0.346 0.8 1.1 -1.7 0.323
H 0.104 3.156 -0.345 -0.8 -2.3 -1.4 0.233
H -5.166 5.454 5.575 0.1 0.2 0.1 0.303
H -2.770 4.253 4.508 -0.1 0.1 0.1 0.467
H -4.734 -0.167 -0.576 1.5 2.5 -0.1 0.475
H 6.094 3.396 -0.517 -1.2 -0.5 -1.9 0.312
H 4.203 -1.424 -3.033 -1.0 2.0 -1.2 0.046
H -3.565 2.293 -2.475 -0.2 -2.4 0.8 0.314
H -6.365 2.212 6.281 0.1 0.1 0.0 0.276
H 5.957 -0.547 -1.457 -0.5 1.4 2.2 0.252
H -2.612 0.632 -2.402 -1.9 1.0 0.5 0.032
H 3.029 -7.858 -3.082 -0.1 -0.2 0.1 0.294
H -4.912 1.106 7.707 0.0 0.1 -0.2 0.335
H 4.796 3.976 -1.863 1.7 -1.8 0.9 0.239
H 4.361 -8.440 -4.075 -0.1 0.1 -0.1 0.232
H -4.951 1.463 9.413 0.0 0.1 0.0 0.360
H 1.482 -2.652 -1.978 0.1 -0.2 0.0 -0.381
H -7.785 2.975 7.020 0.2 -0.1 0.1 0.331
H -6.319 3.921 6.840 0.1 0.1 -0.4 0.093
H -4.260 5.822 4.078 0.0 0.0 0.0 0.338
H 1.925 -4.765 -4.880 0.1 0.1 -0.2 -0.101
H -3.682 1.043 1.548 1.5 0.1 -2.3 0.280
H -4.307 4.224 6.867 0.2 -0.2 0.0 0.152
H 1.177 -7.708 -5.287 0.1 0.0 0.2 0.392
H 6.629 0.728 -0.165 -2.0 -1.3 -0.8 0.276
H 3.256 -1.849 -5.622 -0.2 2.7 1.2 0.277
H 4.974 -4.588 -2.299 -0.2 0.1 0.0 0.350
H -4.411 0.633 -2.961 1.6 1.3 1.7 0.333
H 2.214 1.128 2.015 -0.3 -1.0 -2.7 0.292
H -6.001 5.469 4.024 0.1 -0.1 0.0 0.253
H 3.664 -5.744 -2.441 0.0 -0.3 -0.3 0.180
H 2.133 2.937 -6.029 1.0 -2.4 1.4 0.271
H 2.714 -9.020 -4.403 0.0 0.0 0.0 0.324
H 1.773 -6.338 -2.900 -0.2 0.1 -0.2 0.175
H 6.278 2.834 -2.331 -1.4 0.7 1.5 0.275
H 0.273 -5.318 -5.194 0.1 0.0 0.0 0.389
H 1.858 -6.613 -6.488 0.0 0.0 0.1 0.396
H -4.097 1.882 5.923 0.0 -0.2 -0.1 0.038